{"formula": "C3H8O2", "method": "ωB97M-V/def2-TZVPD", "species": ["C", "C", "O", "H", "H", "H", "H", "C", "O", "H", "H", "H", "H"], "xyz": [[1.4578, 0.6846, -0.5527], [1.8529, -0.1406, 0.6354], [1.2093, -1.0670, 1.0826], [0.5181, 0.3340, -0.9809], [1.3439, 1.7323, -0.2515], [2.2642, 0.6359, -1.2926], [2.8130, 0.1353, 1.1170], [-2.1989, -0.3949, -0.1644], [-1.2954, 0.1613, 0.7597], [-2.6624, -1.3222, 0.2016], [-2.9901, 0.3404, -0.3339], [-1.7247, -0.6132, -1.1332], [-0.5876, -0.4859, 0.9128]], "forces_ev_per_a": [[-0.048, -0.059, -0.011], [-0.144, -0.236, 0.099], [0.309, 0.411, -0.177], [0.177, 0.048, 0.044], [0.064, -0.141, -0.012], [-0.063, 0.047, 0.072], [-0.079, -0.051, -0.056], [-0.287, -0.070, -0.211], [0.099, -0.140, 0.141], [0.073, 0.149, -0.019], [0.085, -0.116, 0.007], [-0.045, 0.026, 0.088], [-0.141, 0.131, 0.035]], "mulliken_charge": [-0.760, 0.240, -0.547, 0.139, 0.274, 0.335, 0.333, -0.536, -0.485, 0.243, 0.217, 0.238, 0.309], "max_force_ev_per_a": 0.54, "multiplicity": 1, "total_energy_ev": -7334.8782, "total_charge": 0, "de_lowest_kcal_mol": 27.03, "orbital_gap_ev": 11.001, "e_homo_ev": -10.02, "smiles": "CC=O.CO", "lumo_energy_ev": 0.9826}